# 1
# HgI2O4P

A molecular structure, HgI2O4P (the ωB97M-V functional and the def2-TZVPD basis, OMol25).

Last column: natural (NBO) charge in e.
Atoms and positions in Å:
Hg1 -1.1019 -0.5188 1.5020  1.11
P1 0.9917 0.2213 -1.1599  2.46
O1 1.9976 1.3716 -0.8350  -1.29
O2 -0.0662 0.5993 -2.1747  -1.24
O3 0.6619 -0.5294 0.2354  -1.18
O4 1.9785 -0.8942 -1.7089  -1.22
I1 -3.3527 -0.0074 -0.3179  -0.80
I2 -1.1089 -0.2424 4.4591  -0.84

Calculated values
HOMO energy   3.84 eV
Frontier orbital gap   2.61 eV
Total charge   -3



# 2
# C19H31IrNO8Se2SiTe2

A molecular structure, C19H31IrNO8Se2SiTe2 (the ωB97M-V functional and the def2-TZVPD basis, OMol25).

Last column: natural (NBO) charge in e.
Atoms and positions in Å:
Ir1 -2.4342 -0.5777 -0.5685  0.87
Se1 -4.1745 0.6720 0.7406  -0.25
Te1 -5.7300 1.3697 -1.0579  0.06
Te2 -5.9972 -1.0410 -2.3128  0.04
Se2 -3.5906 -1.6692 -2.4780  -0.28
O1 -0.6803 -2.9130 0.3015  -0.69
C1 -1.5825 -2.7662 1.1241  0.76
O2 -2.6563 -2.0889 0.9579  -0.71
C2 -1.4392 -3.3730 2.5003  -0.14
C3 -0.1701 -3.7399 2.9317  -0.14
C4 0.0259 -4.1888 4.2302  -0.23
C5 -1.0481 -4.3027 5.0925  -0.21
C6 -2.3189 -3.9628 4.6408  0.07
C7 -2.5234 -3.4775 3.3575  -0.17
N1 -3.4458 -4.1031 5.5493  0.52
O3 -3.2354 -4.5640 6.6596  -0.40
O4 -4.5449 -3.7637 5.1610  -0.37
H1 0.6550 -3.6541 2.2369  0.24
H2 1.0190 -4.4436 4.5759  0.21
H3 -0.9288 -4.6322 6.1134  0.24
H4 -3.5078 -3.1803 3.0259  0.27
C8 -0.0801 -1.7247 -2.7354  -0.60
C9 1.2659 -1.0131 -2.6371  0.27
C10 2.0595 -1.5510 -1.4473  -0.62
C11 2.0390 -1.2336 -3.9379  -0.61
O5 1.0889 0.3890 -2.5221  -0.94
Si1 0.2243 1.3383 -1.5049  2.48
O6 -1.3148 0.9824 -1.3531  -1.26
O7 1.0671 1.3304 -0.0742  -0.94
C12 0.6217 1.5300 1.2646  0.27
C13 1.8810 1.7905 2.0898  -0.61
C14 -0.0609 0.2650 1.7834  -0.59
C15 -0.3428 2.7139 1.3611  -0.65
O8 0.2905 2.8376 -2.1735  -0.92
C16 1.3838 3.7058 -2.4399  0.28
C17 0.8963 4.7006 -3.4933  -0.61
C18 2.6154 2.9634 -2.9635  -0.64
C19 1.7650 4.4649 -1.1643  -0.63
H5 0.0481 -2.8014 -2.8404  0.22
H6 -0.6576 -1.3283 -3.5715  0.22
H7 -0.6421 -1.5686 -1.8086  0.18
H8 2.2322 -2.6225 -1.5607  0.20
H9 1.4974 -1.3930 -0.5271  0.23
H10 3.0177 -1.0346 -1.3632  0.20
H11 2.1793 -2.3000 -4.1209  0.20
H12 3.0110 -0.7407 -3.8821  0.21
H13 1.4773 -0.8031 -4.7682  0.21
H14 2.5448 0.9268 2.0223  0.21
H15 1.6274 1.9727 3.1356  0.20
H16 2.4107 2.6596 1.6967  0.21
H17 0.6129 -0.5904 1.7128  0.22
H18 -0.9394 0.0585 1.1666  0.17
H19 -0.3905 0.3793 2.8167  0.21
H20 0.1617 3.6390 1.0793  0.21
H21 -0.7300 2.8152 2.3760  0.21
H22 -1.1770 2.5531 0.6759  0.24
H23 0.6625 4.1767 -4.4211  0.21
H24 1.6629 5.4526 -3.6884  0.19
H25 -0.0085 5.1945 -3.1371  0.21
H26 2.3484 2.3628 -3.8322  0.22
H27 2.9962 2.2877 -2.1973  0.22
H28 3.3948 3.6772 -3.2368  0.20
H29 0.9115 5.0414 -0.8030  0.21
H30 2.5959 5.1448 -1.3621  0.20
H31 2.0609 3.7513 -0.3956  0.22

Calculated values
HOMO energy (spin up / spin down)   -4.49 / -4.51 eV
Frontier orbital gap (spin up / spin down)   5.68 / 5.63 eV
Total charge   -1



# 3
# C16H17N

2 unconnected molecules or ions with the total composition C16H17N (the ωB97M-V functional and the def2-TZVPD basis, OMol25).

Last column: Mulliken spin population.
Atoms and positions in Å:
C1 0.7881 0.5953 -3.0761  0.02
C2 2.0947 -2.2842 -1.0327  0.03
C3 1.1378 -1.2698 -1.1891  0.00
C4 1.4894 -0.5386 -2.3802  -0.02
C5 2.6840 -1.0376 -2.7944  0.01
C6 0.9449 -3.1472 0.8647  -0.07
C7 2.0222 -3.2106 0.0030  0.02
C8 0.0031 -2.0943 0.7284  0.21
C9 0.0836 -1.1546 -0.2649  -0.21
N1 3.1001 -2.1075 -1.9727  -0.02
H1 0.7267 -3.8577 1.6488  -0.04
H2 2.8828 -3.8220 0.2602  0.01
H3 -0.8135 -2.1257 1.4397  0.03
H4 -0.6796 -0.4495 -0.5701  0.09
H5 3.5312 -2.8850 -2.4448  0.00
H6 3.2554 -0.9082 -3.7022  0.00
H7 1.2326 1.5609 -2.8409  0.01
H8 -0.2346 0.6637 -2.6873  0.00
H9 0.6853 0.4100 -4.1424  -0.01
C10 -2.6256 1.8900 -0.6983  0.10
C11 -0.5330 2.2921 2.4028  -0.43
C12 -1.4343 2.1208 3.4259  0.43
C13 -0.9428 2.5342 1.0790  1.17
C14 -2.2819 2.2086 0.7297  -0.42
C15 -2.8308 2.2719 3.1014  -0.06
C16 -3.2099 2.2073 1.7735  0.35
H10 0.5268 2.1689 2.6318  -0.16
H11 -1.1436 1.8406 4.4318  0.01
H12 -0.1546 2.6168 0.3357  0.07
H13 -3.5996 2.3032 3.8665  -0.13
H14 -3.5250 1.2746 -0.7451  0.07
H15 -1.7940 1.2990 -1.0928  -0.04
H16 -4.2684 2.1355 1.5116  0.07
H17 -2.7472 2.7368 -1.3942  -0.10

Calculated values
HOMO energy (spin up / spin down)   0.85 / -3.61 eV
Spin multiplicity   2
Frontier orbital gap (spin up / spin down)   1.97 / 6.37 eV
Total charge   -1
⟨S²⟩   0.758



# 4
# C27H47Br2CsFN3O4Si3

A molecular structure, C27H47Br2CsFN3O4Si3 (the ωB97M-V functional and the def2-TZVPD basis, OMol25).

Last column: natural (NBO) charge in e.
Atoms and positions in Å:
Cs1 -0.9458 -1.3451 1.5060  0.91
C1 2.0345 -3.2355 1.0917  -0.23
O1 0.6626 -3.4780 0.9222  -0.96
Si1 -0.3869 -4.7377 1.5043  2.02
C2 0.5484 -6.2591 0.8565  -1.17
C3 -0.1821 -4.6668 3.3817  -1.17
C4 -2.0826 -4.5211 0.9247  -2.08
Si2 -3.3600 -5.3318 1.9366  1.74
C5 -3.6938 -4.4999 3.6106  -1.12
C6 -2.9884 -7.1555 2.3262  -1.13
C7 -5.0831 -5.3894 1.1432  -1.11
Si3 -2.3151 -4.3581 -0.8687  1.75
C8 -1.0083 -3.2871 -1.7317  -1.12
C9 -3.9513 -3.5493 -1.4382  -1.11
C10 -2.3470 -6.0073 -1.8226  -1.13
H1 2.6191 -3.7951 0.3527  0.16
H2 2.3861 -3.5087 2.0933  0.17
H3 2.2307 -2.1599 0.9678  0.18
H4 1.5169 -6.4124 1.3421  0.22
H5 0.7238 -6.1219 -0.2146  0.23
H6 -0.0373 -7.1735 0.9786  0.23
H7 0.8799 -4.6565 3.6410  0.23
H8 -0.6138 -5.5758 3.8096  0.23
H9 -0.6582 -3.7976 3.8362  0.23
H10 -2.8350 -4.5323 4.2829  0.23
H11 -4.5347 -4.9807 4.1200  0.22
H12 -3.9522 -3.4474 3.4617  0.22
H13 -2.0735 -7.2998 2.9064  0.22
H14 -2.8720 -7.7169 1.3950  0.23
H15 -3.8110 -7.6066 2.8914  0.22
H16 -5.4938 -4.3967 0.9455  0.22
H17 -5.7410 -5.8870 1.8628  0.22
H18 -5.1193 -5.9546 0.2097  0.22
H19 -0.9801 -2.2408 -1.4136  0.21
H20 -1.2221 -3.2901 -2.8060  0.22
H21 -0.0013 -3.6832 -1.5865  0.24
H22 -4.1960 -2.6173 -0.9207  0.21
H23 -4.8123 -4.2126 -1.3509  0.23
H24 -3.8273 -3.3016 -2.4980  0.22
H25 -1.4203 -6.5764 -1.7139  0.22
H26 -2.5311 -5.8612 -2.8918  0.21
H27 -3.1542 -6.6289 -1.4234  0.22
C11 4.7302 4.6691 1.8278  -0.62
C12 3.2770 4.9468 2.1904  -0.20
N1 2.3568 3.9921 1.5862  -0.39
C13 1.9547 2.9048 2.3264  0.08
C14 1.1424 1.9180 1.9007  -0.24
C15 0.7874 0.7894 2.8821  0.74
O2 1.7024 0.0150 3.1937  -0.72
O3 -0.4283 0.7286 3.1638  -0.77
C16 0.6565 1.9296 0.5354  0.51
O4 -0.0495 1.0857 -0.0105  -0.62
C17 1.1309 3.0883 -0.2588  -0.15
C18 0.7284 3.1542 -1.5987  -0.20
C19 1.1513 4.1938 -2.3682  0.32
F1 0.8175 4.2568 -3.6915  -0.35
C20 1.9641 5.2081 -1.8594  0.06
C21 2.3735 5.1517 -0.5472  -0.26
C22 1.9621 4.0859 0.2763  0.26
N2 2.4203 6.2855 -2.6968  -0.46
C23 3.3910 5.8605 -3.6912  -0.25
C24 4.0635 7.0813 -4.2888  -0.23
N3 3.0016 7.9762 -4.8709  -0.49
C25 1.9661 8.3601 -3.8456  -0.22
C26 1.3630 7.0856 -3.2899  -0.25
H28 5.3901 5.3908 2.3105  0.22
H29 4.8898 4.7253 0.7502  0.20
H30 5.0135 3.6697 2.1575  0.23
H31 2.9814 5.9593 1.9108  0.19
H32 3.1411 4.8779 3.2683  0.22
H33 2.3542 2.8719 3.3324  0.22
H34 0.1025 2.3560 -1.9756  0.27
H35 3.0093 5.9446 -0.1818  0.22
H36 2.9377 5.2592 -4.4968  0.20
H37 4.1482 5.2417 -3.2120  0.25
H38 4.7561 6.8220 -5.0872  0.23
H39 4.5746 7.6614 -3.5226  0.23
H40 2.5344 7.4775 -5.6327  0.43
H41 3.4277 8.8110 -5.2729  0.44
H42 1.2268 8.9882 -4.3388  0.23
H43 2.4856 8.9247 -3.0736  0.23
H44 0.8252 6.5624 -4.0953  0.20
H45 0.6320 7.3384 -2.5233  0.25
Br1 -3.9565 -0.2941 3.2062  0.07
C27 -4.5741 -0.6007 1.4100  -0.54
Br2 -3.7367 0.5092 0.0573  0.03
H46 -5.6302 -0.3732 1.3766  0.23
H47 -4.3668 -1.6332 1.1477  0.24

Calculated values
HOMO energy   -5.19 eV
Frontier orbital gap   3.15 eV



# 5
# C5H16NO

2 unconnected molecules or ions with the total composition C5H16NO (the ωB97M-V functional and the def2-TZVPD basis, OMol25).

Last column: natural (NBO) charge in e.
Atoms and positions in Å:
C1 -0.4951 -0.9705 -1.2078  -0.22
C2 0.9021 -0.3628 -1.2046  -0.24
C3 1.5757 -0.7454 -2.5531  -0.60
C4 0.7747 1.1847 -1.1355  -0.40
C5 -0.0149 1.6360 0.0832  -0.64
N1 -1.0752 -1.1509 0.1995  -0.68
H1 -0.5108 -1.9688 -1.6326  0.23
H2 -1.2144 -0.4080 -1.8104  0.23
H3 1.4701 -0.6341 -0.3243  0.21
H4 2.6388 -0.6137 -2.4626  0.24
H5 1.2916 -1.7327 -2.8718  0.21
H6 1.2450 -0.0513 -3.3302  0.22
H7 1.7942 1.5866 -1.1144  0.23
H8 0.4111 1.5536 -2.0911  0.22
H9 0.3349 1.1921 1.0067  0.20
H10 0.0653 2.7009 0.2749  0.26
H11 -1.0518 1.4889 -0.1950  0.19
H12 -0.4362 -0.7909 0.9043  0.45
H13 -1.8986 -0.5563 0.3080  0.44
H14 -1.3890 -2.0967 0.3894  0.44
H15 -1.0367 0.8395 5.4866  0.48
H16 -1.6575 -0.3910 4.8752  0.47
O1 -1.1782 0.4166 4.6317  -0.95

Calculated values
HOMO energy   -14.41 eV
Frontier orbital gap   10.97 eV
Total charge   +1